Computed, not measured: the ion C6H12NO with charge +1 in a non-equilibrium geometry, with ωB97M-V/def2-TZVPD.

Summary:
charge: +1
electronic energy: -365.39064 a.u.
HOMO-LUMO gap: 12.55 eV
energy relative to the best compared isomer or geometry (same formula, charge and spin): 4.3189 eV
LUMO level: -2.753 eV

XYZ file:
```
20
Properties=species:S:1:pos:R:3:forces:R:3:lowdin_charge:R:1
C -1.5311 -1.4526 -0.0185 -1.392 1.288 -2.318 -0.0271
C -0.7556 -0.0988 -0.0575 1.969 -2.186 0.828 -0.4957
C -1.5653 1.1265 -0.0532 -2.914 0.494 2.380 -0.0617
C 0.4288 -0.0928 1.1300 -3.611 0.654 -1.609 0.0555
N 1.3613 0.0995 0.0004 -1.160 0.833 0.604 -0.1682
C 2.6104 0.7990 0.0143 1.676 2.385 -0.949 -0.0137
O 2.5529 -0.5603 0.0235 1.531 -2.747 -0.612 0.0972
C 0.3550 -0.0926 -1.1174 0.614 -2.747 -0.192 0.0219
H -2.3246 -1.5524 -0.8435 1.134 0.540 0.944 0.1250
H -2.0726 -1.5931 0.8678 -0.781 0.220 1.511 0.0672
H -0.9621 -2.3429 -0.1244 1.196 -0.481 -0.161 0.0722
H -2.4239 0.9262 -0.8046 1.443 1.299 1.026 0.1312
H -1.0800 2.1666 0.0692 -0.528 -1.762 -1.110 0.1266
H -2.0407 1.0154 0.9971 -0.044 0.520 -1.600 0.1176
H 0.1412 0.6895 1.8640 1.337 -0.053 -0.623 0.1500
H 0.5278 -1.0447 1.6026 0.478 -0.606 0.107 0.1306
H 2.8550 1.2962 -1.0022 -0.214 -0.706 1.940 0.1849
H 3.0416 1.1748 0.9830 -0.946 0.288 -1.153 0.1742
H 0.4804 -1.1227 -1.6629 0.224 1.857 1.314 0.1867
H 0.4014 0.6591 -1.8678 -0.013 0.910 -0.326 0.1257
```
Positions in Å, forces in eV/Å.

Computed, not measured: the molecule C4H9NO in a non-equilibrium geometry, with ωB97M-V/def2-TZVPD.

Summary:
electronic energy: -287.63167 a.u.
HOMO-LUMO gap: 8.87 eV
energy relative to the best compared isomer or geometry (same formula, charge and spin): 5.4636 eV
LUMO level: 0.887 eV

XYZ file:
```
15
Properties=species:S:1:pos:R:3:forces:R:3:lowdin_charge:R:1
C 1.4453 -0.5131 -0.4210 5.663 -9.040 -1.966 -0.0827
C 0.4058 0.1557 0.0419 -7.736 -5.756 3.289 -0.7557
N 0.5931 1.4140 0.0703 -1.949 6.864 2.973 0.1298
C -0.5054 -0.2971 1.1696 -0.110 1.421 2.796 -0.0491
C -0.9855 -0.5877 -0.2409 -1.242 1.705 2.207 -0.2613
O -2.0398 0.3573 -0.4435 -0.939 -1.415 -3.247 -0.0893
H 1.2276 -1.6865 -0.8440 0.378 3.104 1.430 0.1677
H 2.1768 -0.6454 0.3809 0.717 0.166 -0.540 0.1042
H 1.7968 -0.0636 -1.2907 1.324 0.884 -1.455 0.0696
H 0.9132 1.7458 -0.7590 0.814 1.980 -2.838 0.0686
H -0.2597 1.8618 0.4889 1.581 0.307 -1.201 0.1218
H -0.8942 0.8247 1.6797 0.482 -3.888 -1.294 0.1740
H -0.3827 -1.0840 2.0115 0.174 1.264 -1.793 0.1233
H -1.2097 -1.6899 -0.4280 0.642 1.632 -0.318 0.1570
H -2.2816 0.2082 -1.4158 0.200 0.772 1.956 0.1220
```
Positions in Å, forces in eV/Å.

Computed, not measured: a cluster of 3 separate species, C48H56NO7 in total in a non-equilibrium geometry, with ωB97M-V/def2-TZVPD.

Summary:
electronic energy: -2444.08530 a.u.
2S+1: 2
HOMO-LUMO gap (alpha / beta): 6.57 / 7.96 eV
<S²>: 0.7540
LUMO level (alpha / beta): -1.064 / -1.064 eV

XYZ file:
```
112
Properties=species:S:1:pos:R:3:forces:R:3:lowdin_spin:R:1
C 1.0055 -1.1017 -1.9764 -0.067 -0.026 0.038 0.0000
C -0.2043 -0.8183 -2.8603 0.158 0.163 0.013 0.0000
C 0.1757 -0.0923 -4.1468 -0.054 -0.112 -0.093 0.0000
C -1.0115 0.1810 -5.0729 -0.034 -0.009 0.080 0.0000
C -2.0355 1.1765 -4.5194 0.071 -0.019 -0.080 0.0000
C -1.4686 2.5784 -4.2548 -0.178 -0.023 0.111 0.0000
C -2.0577 3.2051 -2.9913 -0.042 0.058 -0.033 0.0000
C -1.7299 4.6831 -2.7632 0.017 -0.105 0.065 0.0000
C -0.2371 5.0493 -2.6812 0.053 0.028 -0.086 0.0004
O 0.4217 4.9542 -3.9506 -0.009 -0.066 0.031 0.0072
C -0.0579 5.7297 -5.0176 -0.042 -0.052 0.082 0.0004
C 0.9870 5.7870 -6.1201 0.096 0.025 -0.018 0.0000
C 0.6205 6.8933 -7.1059 0.116 -0.071 -0.076 0.0000
O 2.2435 6.0449 -5.5088 0.425 -0.014 -0.389 0.0005
C 0.5042 4.0752 -1.7739 0.000 0.042 -0.050 -0.0006
C 2.0029 4.3732 -1.5978 -0.044 -0.190 -0.412 0.0257
C 2.4356 4.0207 -0.1751 -0.022 -0.101 0.022 0.0153
C 2.8153 3.5262 -2.5839 0.090 0.113 -0.079 0.0075
N 2.3260 5.7923 -1.9247 -0.063 0.005 1.064 0.4041
O 3.5256 6.1213 -1.6431 0.067 0.006 -0.353 0.4856
C 1.3488 6.9046 -1.7563 -0.082 0.145 -0.409 0.0266
C 1.7869 8.0279 -2.7174 -0.039 -0.002 -0.142 0.0050
C 1.4150 7.4303 -0.3177 -0.065 0.122 -0.023 0.0187
C -0.0921 6.4439 -2.0630 -0.077 -0.175 0.116 -0.0012
H 1.6839 -1.8106 -2.4561 0.023 0.038 0.006 0.0000
H 1.5623 -0.1808 -1.7824 0.008 -0.026 -0.007 0.0000
H 0.7011 -1.5167 -1.0145 0.017 -0.026 -0.022 0.0000
H -0.7025 -1.7579 -3.1203 -0.098 0.038 0.095 0.0000
H -0.9097 -0.2021 -2.2940 -0.086 -0.103 -0.014 0.0000
H 0.9010 -0.7050 -4.6920 0.047 0.040 0.033 0.0000
H 0.6901 0.8401 -3.8911 0.029 -0.040 -0.040 0.0000
H -0.6468 0.5322 -6.0436 0.004 0.041 0.036 0.0000
H -1.5224 -0.7700 -5.2599 0.028 0.014 -0.071 0.0000
H -2.4663 0.7732 -3.5967 0.032 0.020 -0.002 0.0000
H -2.8612 1.2537 -5.2329 -0.052 -0.041 0.090 0.0000
H -0.3824 2.5375 -4.1760 -0.031 0.105 -0.062 0.0000
H -1.7040 3.2310 -5.1004 0.123 -0.041 -0.062 0.0000
H -1.7503 2.6279 -2.1125 -0.002 -0.059 -0.070 0.0000
H -3.1481 3.1071 -3.0399 0.015 0.029 0.032 0.0000
H -2.2205 5.2871 -3.5335 0.100 0.058 0.003 0.0000
H -2.1796 4.9848 -1.8126 -0.050 0.007 -0.050 0.0000
H -0.3001 6.7542 -4.7093 0.037 -0.024 0.064 0.0000
H -0.9643 5.2808 -5.4445 -0.038 0.147 -0.019 0.0001
H 1.0299 4.8186 -6.6344 -0.090 -0.024 0.094 0.0000
H 0.9854 7.8401 -6.7047 -0.129 0.023 0.029 0.0000
H 1.0953 6.7364 -8.0758 -0.010 0.006 0.004 0.0000
H -0.4582 6.9614 -7.2625 0.014 -0.032 -0.025 0.0000
H 2.9400 5.9533 -6.1818 -0.391 0.076 0.374 0.0000
H -0.0060 4.0767 -0.8053 0.035 0.043 0.000 -0.0002
H 0.4197 3.0644 -2.1763 -0.024 -0.005 0.054 -0.0003
H 1.8586 4.5552 0.5808 0.060 0.062 -0.025 0.0001
H 2.2609 2.9525 -0.0243 -0.013 0.021 0.025 0.0010
H 3.4973 4.2150 -0.0382 -0.010 0.074 0.016 0.0018
H 2.4052 3.6254 -3.5877 -0.005 -0.018 0.006 0.0002
H 3.8471 3.8758 -2.5993 0.009 -0.055 0.068 -0.0005
H 2.8002 2.4786 -2.2763 -0.048 -0.001 -0.032 0.0001
H 1.7672 8.9967 -2.2154 -0.031 -0.022 -0.007 0.0000
H 1.1376 8.0881 -3.5906 0.034 -0.039 -0.001 0.0000
H 2.7963 7.8446 -3.0741 0.052 0.051 0.088 -0.0007
H 2.3598 7.9426 -0.1397 0.040 -0.146 0.037 0.0024
H 1.2806 6.6362 0.4175 0.014 0.001 -0.026 0.0000
H 0.6056 8.1525 -0.1842 0.043 0.017 0.025 0.0014
H -0.6594 6.4137 -1.1287 0.023 -0.009 -0.013 -0.0002
H -0.5911 7.1882 -2.6856 0.001 0.030 0.031 -0.0003
C -1.5191 -3.5662 4.8142 0.057 -0.027 0.039 0.0000
C -2.7345 -3.9257 5.3876 -0.010 -0.005 -0.011 0.0000
C -3.9030 -3.8559 4.6480 0.025 -0.020 0.049 0.0000
C -3.8635 -3.4181 3.3297 -0.008 0.011 -0.034 0.0000
C -2.6454 -3.0454 2.7575 -0.022 0.012 -0.014 0.0000
C -1.4748 -3.1265 3.5020 0.020 -0.023 0.042 0.0000
C -2.5755 -2.5463 1.3548 -0.042 0.017 -0.050 0.0000
O -1.5220 -2.2269 0.8479 0.092 0.009 0.018 0.0000
C -3.8526 -2.4441 0.5906 0.005 -0.013 0.024 0.0000
C -3.8192 -1.9471 -0.7073 -0.022 0.007 -0.053 0.0000
C -4.9893 -1.8535 -1.4407 0.002 -0.002 0.007 0.0000
C -6.1974 -2.2602 -0.8835 0.005 -0.003 0.011 0.0000
C -6.2362 -2.7540 0.4092 -0.029 0.019 -0.050 0.0000
C -5.0654 -2.8439 1.1525 0.019 -0.002 0.029 0.0000
C -5.1337 -3.3645 2.5493 0.010 -0.004 -0.015 0.0000
O -6.1839 -3.7301 3.0318 -0.008 0.006 0.008 0.0000
H -0.6062 -3.6340 5.3935 0.004 -0.007 -0.004 0.0000
H -2.7673 -4.2615 6.4163 0.004 0.001 0.002 0.0000
H -4.8556 -4.1359 5.0767 -0.015 0.003 -0.028 0.0000
H -0.5396 -2.8417 3.0397 -0.014 0.014 -0.022 0.0000
H -2.8697 -1.6411 -1.1260 0.017 -0.010 0.019 0.0000
H -4.9623 -1.4643 -2.4503 -0.001 -0.003 -0.003 0.0000
H -7.1101 -2.1899 -1.4606 0.002 0.003 -0.002 0.0000
H -7.1663 -3.0734 0.8591 0.013 -0.002 0.027 0.0000
C 6.2314 -6.8616 7.0521 -0.008 -0.006 0.000 0.0000
C 5.6971 -5.5797 6.9800 -0.012 0.000 -0.001 0.0000
C 4.3362 -5.4031 6.7983 0.051 0.020 0.014 0.0000
C 3.5031 -6.5093 6.6812 -0.031 -0.011 0.010 0.0000
C 4.0408 -7.7959 6.7431 -0.027 -0.007 -0.014 0.0000
C 5.4065 -7.9671 6.9340 0.054 0.022 0.004 0.0000
C 3.1764 -9.0032 6.5966 -0.007 0.008 0.001 0.0000
O 3.6413 -10.1203 6.6626 0.005 -0.007 -0.001 0.0000
C 1.7198 -8.7850 6.3589 0.027 0.013 0.011 0.0000
C 0.8962 -9.8888 6.1729 -0.055 -0.022 -0.005 0.0000
C -0.4591 -9.7106 5.9546 0.011 0.001 0.002 0.0000
C -1.0000 -8.4296 5.9253 0.005 0.009 0.003 0.0000
C -0.1842 -7.3269 6.1102 -0.045 -0.022 -0.011 0.0000
C 1.1784 -7.4992 6.3244 0.029 0.008 -0.013 0.0000
C 2.0394 -6.2943 6.5002 -0.039 -0.039 -0.013 0.0000
O 1.5624 -5.1791 6.4923 -0.014 0.079 -0.018 0.0000
H 7.2949 -6.9967 7.1991 0.001 0.003 -0.003 0.0000
H 6.3453 -4.7177 7.0667 0.002 -0.002 0.005 0.0000
H 3.9025 -4.4139 6.7450 -0.028 -0.011 0.001 0.0000
H 5.8046 -8.9712 6.9850 -0.027 -0.012 -0.010 0.0000
H 1.3337 -10.8773 6.2005 0.028 0.012 0.010 0.0000
H -1.0982 -10.5710 5.8055 -0.003 0.002 0.004 0.0000
H -2.0600 -8.2930 5.7549 0.000 -0.001 -0.005 0.0000
H -0.5878 -6.3238 6.0856 0.025 0.009 -0.005 0.0000
```
Positions in Å, forces in eV/Å.

Computed, not measured: a cluster of 2 separate species, C2H7S2 in total in a non-equilibrium geometry, with ωB97M-V/def2-TZVPD.

Summary:
charge: -1
electronic energy: -876.79973 a.u.
HOMO-LUMO gap: 6.44 eV
energy relative to the best compared isomer or geometry (same formula, charge and spin): 0.2792 eV
LUMO level: 3.604 eV

XYZ file:
```
11
Properties=species:S:1:pos:R:3:forces:R:3:lowdin_charge:R:1
S 3.7653 -0.1222 0.1639 -0.105 0.189 0.099 -0.2575
H 3.9431 -1.4148 -0.1373 -0.009 -0.104 -0.031 -0.4522
C -1.7482 0.4825 -0.5023 -0.988 0.789 0.322 -0.2230
C -0.5957 0.2884 0.4579 -0.057 -1.740 -1.076 -0.5935
S 0.2651 -1.3333 0.1212 -0.123 0.765 0.007 0.5540
H -1.4948 0.7103 -1.5287 0.512 -0.178 -0.217 0.0576
H -2.4337 -0.3628 -0.5106 0.093 -0.245 0.015 0.0525
H -2.3642 1.3392 -0.1741 0.149 -0.124 0.021 0.0609
H -0.9868 0.1236 1.4434 -0.002 0.721 0.623 0.0341
H 0.1506 1.0565 0.3407 0.152 0.297 0.413 0.0577
H 1.4993 -0.7674 0.3260 0.379 -0.369 -0.175 -0.2905
```
Positions in Å, forces in eV/Å.

Computed, not measured: a cluster of 2 separate species, C4H3NO2S in total in a non-equilibrium geometry, with ωB97M-V/def2-TZVPD.

Summary:
electronic energy: -757.55545 a.u.
HOMO-LUMO gap: 8.05 eV
energy relative to the best compared isomer or geometry (same formula, charge and spin): 2.9211 eV
LUMO level: -0.268 eV

XYZ file:
```
11
Properties=species:S:1:pos:R:3:forces:R:3:lowdin_charge:R:1
C -1.6412 -0.0428 -0.0027 -0.792 -2.540 1.518 -0.1046
C -1.4278 1.2672 0.1107 -0.170 0.768 0.874 -0.4133
C -0.3850 -0.7499 -0.3200 -1.338 1.003 -1.065 -0.6851
C 2.3386 -0.4799 0.1038 -3.005 1.383 -1.147 0.0271
N 0.5865 0.1287 -0.6821 3.241 0.033 0.943 -0.3078
O -0.2489 -1.9513 -0.3743 0.772 -1.607 0.458 0.0138
O 3.2264 0.2383 0.0181 -0.145 -0.808 0.218 0.1835
S 0.1890 1.7174 -0.2882 -0.107 0.039 -0.319 0.9260
H -2.4437 -0.7996 0.3942 1.114 2.251 -0.975 0.1565
H -2.0128 2.0561 0.5782 -0.304 -0.297 -0.443 0.0698
H 1.8191 -1.3842 0.4623 0.734 -0.226 -0.061 0.1343
```
Positions in Å, forces in eV/Å.

Computed, not measured: a structure of composition C22H40O14S2Tl in a non-equilibrium geometry, with ωB97M-V/def2-TZVPD.

Summary:
charge: +2
electronic energy: -2883.80625 a.u.
2S+1: 2
HOMO-LUMO gap (alpha / beta): 10.27 / 3.78 eV
<S²>: 0.7576
LUMO level (alpha / beta): -4.476 / -10.890 eV

XYZ file:
```
79
Properties=species:S:1:pos:R:3:forces:R:3:lowdin_spin:R:1
Tl -1.2897 -0.0125 -0.0619 0.494 -0.185 0.380 0.0098
O -1.1040 2.8564 0.5652 -0.730 3.047 0.549 0.0175
C -1.3512 4.0719 0.7691 -0.225 -3.470 -0.436 0.0010
O -0.4798 5.0232 0.4728 0.494 -0.650 -0.721 0.0013
C -1.1066 6.3095 0.5652 -0.022 -0.230 0.203 0.0001
C -2.1544 6.0488 1.5744 0.405 2.663 2.101 0.0002
C -2.6428 4.6975 1.3244 -0.615 -0.273 -1.036 0.0010
H -1.6212 6.5592 -0.3627 0.679 0.135 -0.439 0.0001
H -0.3908 7.0447 0.9329 0.042 -0.085 -0.610 0.0001
H -2.8332 6.8949 1.4668 -0.530 -0.335 0.625 0.0001
H -1.6398 6.0749 2.5349 -0.301 0.306 0.335 0.0000
H -3.3885 4.8816 0.5510 -0.008 -0.909 -0.671 0.0001
H -3.2080 4.2328 2.1323 0.678 -0.375 0.001 0.0000
O -0.7092 1.7809 -2.3500 0.477 -1.216 1.032 0.4878
C -1.1318 2.4328 -3.2625 -0.847 1.029 -3.213 0.0639
O -1.0410 3.7074 -3.3209 1.736 0.950 2.567 0.0306
C -1.6500 4.4095 -4.3839 -1.369 -1.117 -1.068 0.0035
C -1.9730 3.2808 -5.3591 -0.002 -0.158 -1.598 0.0181
C -1.7995 1.9348 -4.6329 0.184 0.558 1.502 0.0804
H -0.9566 5.0751 -4.8980 -0.057 0.320 0.891 0.0006
H -2.5354 4.8509 -3.9265 0.218 0.514 -0.390 0.0001
H -1.3150 3.4303 -6.2152 0.454 -0.654 0.157 0.0008
H -2.9328 3.3558 -5.8703 -0.352 -0.027 0.606 0.0044
H -1.1166 1.1784 -5.0196 -0.324 0.053 -0.287 0.0005
H -2.7547 1.5298 -4.2987 0.047 -0.395 -0.285 0.0014
O 0.9412 -1.7906 0.7718 2.042 -1.479 0.156 0.0035
C 1.5541 -2.5965 1.4764 -1.948 0.125 0.701 0.0003
O 2.7127 -3.2179 1.2365 0.904 1.039 -1.726 0.0002
C 3.2313 -3.9392 2.3384 -1.208 -0.823 2.542 0.0000
C 2.1679 -3.8317 3.4367 -0.697 -0.146 1.262 0.0001
C 1.0280 -3.0235 2.8461 1.003 0.063 -1.349 0.0004
H 4.0791 -3.5654 2.9126 0.822 0.385 -1.648 0.0000
H 3.2798 -5.0179 2.1897 0.647 0.370 -1.084 0.0000
H 2.5244 -3.3675 4.3562 0.265 0.247 -0.205 0.0000
H 1.9468 -4.8453 3.7714 -0.703 0.129 -0.153 0.0000
H 0.9275 -2.0108 3.2365 -0.802 -0.473 0.938 0.0000
H 0.1267 -3.6109 2.6709 -0.155 0.621 0.349 0.0000
O 0.1151 -1.1614 -2.3023 -0.206 0.151 -0.146 0.2034
C 0.7323 -2.0148 -2.9130 1.137 -0.753 1.311 0.0202
O 0.7922 -2.0537 -4.2077 -0.419 -0.569 -1.294 0.0097
C 1.5965 -3.1909 -4.6465 1.187 0.223 -2.252 0.0008
C 2.4708 -3.5944 -3.5291 -0.605 -0.303 1.194 0.0070
C 1.6107 -3.1614 -2.3216 0.225 0.429 -0.225 0.0239
H 2.1727 -2.8849 -5.5196 -0.069 0.646 0.107 0.0004
H 1.1285 -4.0869 -5.0543 -1.523 0.510 0.466 -0.0001
H 3.4505 -3.1167 -3.5153 -0.089 -0.230 -0.043 0.0001
H 2.4896 -4.6822 -3.5946 0.808 0.083 0.401 0.0019
H 2.2474 -2.8331 -1.5000 -0.568 0.088 0.207 -0.0001
H 0.9364 -3.9656 -2.0273 -0.028 0.103 0.287 0.0003
O 3.2650 2.6929 -0.1228 -0.235 -0.997 -0.119 0.0000
S 2.8127 1.3250 -0.0368 2.030 0.425 0.736 0.0002
O 1.4165 1.0852 -0.2124 -0.624 -0.479 0.116 0.0017
O 3.6272 0.4112 -1.1439 -1.434 0.445 1.669 0.0000
C 3.5840 0.9895 -2.4462 2.343 1.292 -0.672 -0.0001
C 4.3658 0.0432 -3.3538 -0.595 -0.795 -0.209 0.0000
C 3.5198 0.5802 1.5231 -0.745 -0.651 -1.526 0.0002
H 4.2026 1.8854 -2.3947 0.145 0.224 0.133 0.0000
H 2.6307 1.4345 -2.7314 -0.485 -1.037 -0.176 -0.0001
H 4.7520 0.4680 -4.2804 -0.414 0.357 0.063 0.0000
H 3.7821 -0.8427 -3.6040 -0.186 -0.014 -0.196 0.0000
H 5.2479 -0.3609 -2.8572 -0.048 0.340 0.402 0.0000
H 3.7739 -0.4338 1.2143 0.418 0.046 -0.077 0.0000
H 2.7507 0.4143 2.2774 -0.108 0.739 -0.097 0.0000
H 4.3907 1.1523 1.8428 -0.306 0.015 -0.128 0.0000
O -1.4893 -3.0407 4.3832 -1.244 2.457 -1.515 0.0002
S -2.2111 -1.9867 3.6424 -0.999 -2.152 -1.649 0.0001
O -1.9331 -1.7812 2.1615 -0.488 0.034 4.300 0.0024
O -3.8205 -2.3031 3.6877 0.501 0.674 -0.669 0.0000
C -4.2842 -3.2305 4.6943 0.301 -2.021 0.476 0.0000
C -5.7651 -3.5379 4.8705 -0.357 1.410 -1.858 0.0000
C -2.3484 -0.4975 4.6056 0.689 0.527 0.734 0.0000
H -3.9356 -2.9040 5.6740 0.510 -0.244 -0.102 0.0000
H -3.8994 -4.1888 4.3455 0.720 0.010 0.748 0.0000
H -6.2312 -3.8573 3.9383 0.167 0.106 -0.327 0.0000
H -6.2659 -2.6039 5.1255 -0.448 -0.420 0.676 0.0000
H -5.9194 -4.4143 5.4999 0.287 0.569 0.603 0.0000
H -1.3999 -0.0833 4.9475 0.356 0.040 -0.851 0.0000
H -2.7609 -0.7399 5.5850 -0.516 -0.613 -0.273 0.0000
H -2.9938 0.2389 4.1268 0.221 -0.219 -0.204 0.0000
```
Positions in Å, forces in eV/Å.